[1]
The following is a quantum chemistry calculation of C22H33O17Pt as an isolated structure in a non-equilibrium geometry, from the OMol25 dataset.

Element x y z (Å)
Pt1 -0.2344 3.2156 1.0340
C1 0.3272 -0.4296 -0.7146
C2 0.2159 0.9184 -0.0684
O1 0.6836 1.1517 1.0810
O2 -0.3665 1.8791 -0.6493
H1 -0.5729 -0.7893 -1.2061
H2 0.6280 -1.1070 0.0846
H3 1.1178 -0.4012 -1.4681
C3 -4.9932 3.8330 -3.5811
C4 -4.8894 3.5171 -2.1044
C5 -4.4319 2.0920 -1.7774
O3 -3.2545 2.2780 -0.9998
C6 -3.0291 3.5545 -0.8189
O4 -2.1350 4.0111 -0.1195
O5 -3.8771 4.3310 -1.4560
H4 -4.1117 3.3945 -4.0601
H5 -4.9755 4.8887 -3.8368
H6 -5.8745 3.3312 -3.9784
H7 -5.8640 3.6776 -1.6397
H8 -4.1822 1.6320 -2.7383
H9 -5.1928 1.4475 -1.3434
C7 4.2124 -1.8146 -2.0154
C8 3.9904 -0.3327 -2.1344
C9 5.1634 0.6150 -2.4136
O6 4.8542 1.1587 -3.6879
C10 3.6110 0.7902 -4.0939
O7 3.1410 1.1259 -5.1330
O8 3.0882 -0.0854 -3.2390
H10 4.8032 -1.9651 -1.1062
H11 4.7704 -2.2518 -2.8424
H12 3.2614 -2.3301 -1.8911
H13 3.3656 0.0205 -1.3056
H14 6.0826 0.0331 -2.3808
H15 5.1116 1.4300 -1.6976
C11 4.7718 -1.2433 2.1163
C12 4.1923 -0.0004 1.4687
C13 3.9036 1.1227 2.5027
O9 4.8070 2.1654 2.1611
C14 5.4866 1.8452 1.0564
O10 6.3175 2.5195 0.5414
O11 5.1152 0.6277 0.6147
H16 5.3111 -1.8222 1.3612
H17 4.0625 -1.8815 2.6465
H18 5.5555 -1.1361 2.8748
H19 3.2123 -0.1793 1.0219
H20 4.0546 0.7448 3.5119
H21 2.8904 1.5005 2.3628
C15 -0.1408 -0.6686 5.2951
C16 0.0419 -1.1432 3.8745
C17 0.4760 -2.5870 3.7119
O12 -0.6799 -3.2102 3.1134
C18 -1.4895 -2.2439 2.6228
O13 -2.4027 -2.4157 1.8823
O14 -1.1295 -1.0533 3.1044
H22 -0.8178 -1.3263 5.8418
H23 -0.4703 0.3719 5.3150
H24 0.7937 -0.6121 5.8577
H25 0.7850 -0.4725 3.4289
H26 0.6537 -3.0804 4.6659
H27 1.3629 -2.6754 3.0845
C19 -5.4396 -1.6454 0.3232
C20 -4.8834 -1.8195 -1.0825
C21 -3.4435 -1.3294 -1.2480
O15 -2.8368 -2.3959 -1.9482
C22 -3.6160 -3.4853 -1.9648
O16 -3.3242 -4.5090 -2.4635
O17 -4.8382 -3.2161 -1.3841
H28 -4.6571 -1.8854 1.0399
H29 -6.3156 -2.2775 0.4520
H30 -5.7747 -0.6095 0.4261
H31 -5.5174 -1.2945 -1.8022
H32 -2.9533 -1.1125 -0.2974
H33 -3.5065 -0.3854 -1.7877

Its total energy is -2256.18886 Eh. The calculation puts the energy above the lowest of the compared OMol25 structures with the same formula, charge and spin at 84.42 kcal/mol. The expectation value of S² is 2.0099. As for the total charge: +1. For the strongest force on any atom, the calculation gives 2.321 eV Å⁻¹. The value obtained for the HOMO energy (alpha / beta) is -12.80 / -12.80 eV. As for the spin multiplicity: 3.

***

[2]
The following is a quantum chemistry calculation of C22H34AlF15LiN2O12 as an isolated structure in a non-equilibrium geometry, from the OMol25 dataset.

Element x y z (Å)
O1 -1.4809 -0.3714 0.5167
C1 -0.9377 -1.1249 -0.4791
O2 -1.7467 -2.0380 -1.3123
C2 -2.6754 -2.8459 -0.4921
C3 -4.1279 -2.0970 -0.2098
C4 -5.1921 -2.2156 -1.4527
F1 -4.5458 -2.9251 -2.6191
F2 -6.3135 -3.1360 -1.0336
C5 -5.7467 -0.7889 -2.0351
F3 -4.8740 0.3809 -1.7751
F4 -5.7865 -0.9369 -3.5385
C6 -7.2742 -0.3964 -1.5887
F5 -8.3313 -1.1976 -2.3018
F6 -7.4895 1.0258 -2.0507
C7 -7.5524 -0.3901 0.0261
F7 -8.3377 -1.6084 0.4511
F8 -6.3644 -0.1329 0.8713
F9 -8.4925 0.7648 0.2793
C8 0.7031 -0.8834 -0.6906
C9 1.8284 -1.7061 0.2110
C10 3.4279 -1.3476 -0.0574
N1 3.8799 -0.2944 -1.0766
C11 2.8766 0.4611 -1.9277
C12 1.2314 0.2335 -1.7980
H1 -2.1832 -3.0702 0.5725
H2 -2.8780 -3.9270 -0.9558
H3 -3.9972 -0.9864 0.2031
H4 -4.6132 -2.6948 0.7023
H5 1.4939 -2.5210 1.0150
H6 4.2340 -1.9072 0.6034
H7 4.9113 -0.0876 -1.1818
H8 3.2638 1.2853 -2.6962
H9 0.4713 0.8479 -2.4613
F10 -9.2158 3.3700 2.4464
Al1 -10.7925 2.6011 2.8541
F11 -11.8412 2.5692 1.3903
F12 -11.6040 3.5480 4.1535
F13 -10.5090 0.9171 3.4263
O3 -5.2573 2.6651 0.6052
H10 -5.0377 2.8827 -0.3363
H11 -5.5092 1.7119 0.7073
H12 -5.9606 3.2656 0.9612
C13 4.1927 3.1017 0.4569
O4 4.2289 4.3315 0.7025
O5 5.0352 2.4411 1.2386
O6 3.5216 2.4401 -0.3662
H13 5.3156 3.2707 1.6756
F14 3.2588 -3.3936 1.7755
C14 1.5076 -0.8044 5.2449
C15 2.6728 -0.8657 4.3113
O7 2.3338 -1.9252 3.4369
C16 0.9740 -2.0429 3.4644
O8 0.3277 -2.7428 2.7027
O9 0.4322 -1.2747 4.4542
H14 1.3121 0.2108 5.6008
H15 1.6280 -1.4674 6.1081
H16 2.7883 0.0527 3.7261
H17 3.6116 -1.0766 4.8307
C17 -5.9199 -5.1156 -4.8320
C18 -7.1397 -4.3846 -5.3534
O10 -7.9122 -3.8941 -4.2677
H18 -6.2173 -5.9496 -4.1879
H19 -5.3158 -5.5041 -5.6567
H20 -5.2995 -4.4492 -4.2238
H21 -7.7679 -5.0596 -5.9422
H22 -6.8504 -3.5412 -5.9879
H23 -7.3480 -3.2892 -3.7561
Li1 -10.2412 -0.3361 0.0671
C19 7.9144 2.5811 1.5284
O11 7.3018 2.7043 2.5819
N2 9.1319 1.9519 1.3807
C20 9.7944 1.8473 0.0972
C21 9.7705 1.3763 2.5461
H24 7.5175 2.9827 0.5819
H25 9.9318 0.7894 -0.1450
H26 10.7695 2.3386 0.1611
H27 9.2043 2.3222 -0.6914
H28 9.1060 0.6234 2.9806
H29 9.9398 2.1651 3.2852
H30 10.7237 0.9144 2.2754
F15 9.5588 4.0881 2.8068
C22 10.7957 4.9100 -1.8685
O12 10.3605 3.6107 -2.2245
H31 10.4490 5.1362 -0.8575
H32 11.8875 4.9494 -1.8942
H33 10.3775 5.6393 -2.5665
H34 10.6827 3.4382 -3.1255

Its total energy is -3618.52219 Eh. As for the total charge: -1. For the strongest force on any atom, the calculation gives 8.797 eV Å⁻¹. The value obtained for the HOMO energy is -3.46 eV.

***

[3]
The following is a quantum chemistry calculation of C22H34B2BeBr2CaCsF2MgN3O23PS as an isolated structure in a non-equilibrium geometry, from the OMol25 dataset.

Element x y z (Å)
C1 2.3021 -2.4424 4.3501
C2 3.2638 -2.7256 3.4118
C3 3.9736 -1.6657 2.5665
O1 4.9368 -1.1305 3.0571
O2 3.6742 -1.3321 1.3170
C4 2.4290 -0.9908 0.6998
C5 2.7882 0.2579 -0.1215
C6 1.8768 1.4246 0.2017
C7 2.3764 2.7281 -0.3820
C8 1.4827 3.9536 -0.1297
C9 0.2875 3.6737 0.7721
C10 -0.3518 4.9250 1.3214
O3 -1.7686 4.8527 1.3668
C11 -2.3640 3.8055 2.0457
C12 -3.7442 4.3463 2.5184
N1 -3.6741 5.7056 3.0244
C13 -2.6757 2.6640 1.0708
O4 -3.8267 1.8781 1.3774
C14 -4.3790 1.2899 0.2801
S1 -5.5040 2.4790 -0.5058
Br1 -5.3313 -0.3203 1.0237
O5 -3.3771 0.8420 -0.6098
C15 -3.8372 0.5239 -1.9204
C16 -3.5067 1.5478 -2.9653
P1 -1.4850 3.1577 3.5766
N2 -2.4726 1.8642 4.1091
O6 -1.5978 4.2893 4.7398
H1 2.4701 -1.6898 5.0910
H2 1.3211 -2.9895 4.4227
H3 3.5710 -3.7908 3.3065
H4 1.6273 -0.7538 1.3933
H5 2.0684 -1.8203 0.1069
H6 3.8111 0.4530 0.1438
H7 2.6866 0.0386 -1.1642
H8 0.8825 1.1132 -0.1195
H9 1.8686 1.5379 1.2814
H10 2.4626 2.6216 -1.4399
H11 3.3783 2.9225 -0.0366
H12 1.0515 4.2431 -1.0737
H13 2.0321 4.7988 0.2525
H14 -0.4236 3.1816 0.1245
H15 0.5523 3.0537 1.6108
H16 -0.0891 5.7635 0.5440
H17 0.1236 5.2540 2.2285
H18 -4.2427 3.6543 3.1838
H19 -4.3571 4.3862 1.6197
H20 -2.7491 5.9326 3.3552
H21 -4.2397 5.7366 3.8572
H22 -1.7926 2.0340 1.0091
H23 -2.8042 3.1800 0.1297
H24 -6.5322 2.3934 0.3417
H25 -4.9034 0.2328 -1.9540
H26 -3.2426 -0.3725 -2.2005
H27 -4.2431 2.3343 -2.9313
H28 -3.5516 1.1259 -3.9565
H29 -2.5666 2.0325 -2.7684
H30 -2.4207 1.9073 5.1186
H31 -3.4506 2.0340 3.8899
H32 -0.7393 4.4174 5.1415
B1 -0.6190 -0.8058 -4.2936
O7 -0.8004 -2.2400 -3.9910
C17 -1.3677 -2.8310 -5.0496
O8 -1.6457 -3.9839 -5.1215
C18 -1.5858 -1.7437 -6.1268
O9 -2.0687 -1.9112 -7.1943
O10 -1.1394 -0.5838 -5.6381
O11 -1.3475 0.0134 -3.2753
C19 -0.4745 0.7802 -2.6708
O12 -0.7240 1.5590 -1.7779
C20 0.9214 0.5064 -3.2813
O13 1.9387 1.0336 -2.9534
O14 0.7961 -0.4136 -4.2005
Cs1 2.4046 -4.8672 2.7317
Mg1 -1.3112 0.4376 -0.7186
Br2 -0.9185 7.5911 0.6631
O15 2.3394 -4.3656 -2.0675
H33 2.9671 -3.7981 -2.5623
Ca1 -4.2182 -2.0204 -2.6727
B2 6.8829 -10.9466 3.6573
O16 5.7506 -10.6127 4.6013
C21 5.1009 -9.5917 4.1302
O17 4.1382 -9.0616 4.6345
C22 5.7619 -9.1509 2.8032
O18 5.3749 -8.2244 2.1348
O19 6.7681 -9.9246 2.5478
F1 6.7268 -12.2117 3.1554
F2 8.0883 -10.8190 4.2967
O20 0.6700 -3.4305 -2.6532
H34 0.9046 -4.2293 -3.1872
Be1 -6.6117 -0.6918 -1.0317
N3 0.0609 1.4904 -7.9011
O21 0.5781 0.3889 -7.7851
O22 -0.2304 2.1383 -6.8959
O23 -0.1651 1.9523 -9.0103

Its total energy is -9802.19939 Eh. As for the total charge: +1. For the strongest force on any atom, the calculation gives 12.114 eV Å⁻¹. The value obtained for the HOMO energy is -9.57 eV.

***

[4]
The following is a quantum chemistry calculation of C22H34Br30O2P2 as an isolated structure in a non-equilibrium geometry, from the OMol25 dataset.

Element x y z (Å)
C1 -1.4912 -0.7213 0.8825
C2 -2.2984 -0.3651 0.0281
P1 -3.0772 0.3088 -1.5187
C3 -4.9671 0.6781 -1.4172
C4 -5.6801 -0.7547 -1.3188
O1 -5.7862 -1.3343 -0.2418
C5 -2.1821 0.8430 -3.0935
C6 -0.5945 0.9111 -2.9989
C7 0.0018 2.3736 -2.7916
O2 -3.5045 -1.2414 -2.1344
C8 -2.3861 -2.1366 -2.2877
C9 -2.5359 -3.4161 -1.3333
C10 -1.2186 -4.2969 -1.2553
P2 -2.7205 2.3367 -0.6969
C11 -3.2068 2.4350 1.1312
C12 -3.8673 3.6094 -1.5510
H1 -0.7014 -1.0262 1.6400
H2 -5.2365 1.2147 -0.4599
H3 -5.3365 1.2601 -2.3110
H4 -6.1138 -1.2822 -2.2290
H5 -2.5447 1.8801 -3.3519
H6 -2.5439 0.1650 -3.9351
H7 -0.1476 0.2096 -2.2232
H8 -0.1949 0.5403 -4.0018
H9 0.7135 2.3091 -1.9095
H10 -0.7710 3.1673 -2.5754
H11 0.6170 2.6600 -3.6892
H12 -1.3681 -1.6567 -2.2180
H13 -2.4595 -2.5582 -3.3492
H14 -2.7956 -3.0518 -0.2982
H15 -3.4118 -4.0173 -1.7224
H16 -1.3170 -4.9390 -0.3196
H17 -1.2028 -5.0153 -2.1269
H18 -0.2593 -3.7082 -1.1943
H19 -2.2972 2.2784 1.7882
H20 -3.7859 3.3735 1.3863
H21 -3.9216 1.5688 1.3463
H22 -3.4759 4.6384 -1.2823
H23 -4.8840 3.5003 -1.0460
H24 -3.9628 3.4427 -2.6600
C13 0.4982 6.1196 -4.0317
Br1 -0.6954 7.0426 -2.8188
Br2 1.9865 5.3101 -3.0947
Br3 -0.4471 4.8360 -5.1319
H25 0.9126 6.8687 -4.7016
C14 0.7649 -5.5348 2.6066
Br4 2.4031 -4.7113 1.9816
Br5 -0.6042 -4.2171 2.9765
Br6 0.1401 -6.9054 1.3907
H26 0.9955 -6.0276 3.5493
C15 -0.7929 -0.0628 5.3339
Br7 -0.5327 -0.3343 3.4299
Br8 -2.6663 0.1339 5.7759
Br9 0.0549 -1.4532 6.3829
H27 -0.3041 0.8728 5.5923
C16 -6.1282 -0.9523 7.6006
Br10 -5.7828 0.6810 6.6188
Br11 -5.7465 -2.5230 6.5365
Br12 -5.1899 -0.9836 9.2935
H28 -7.1910 -0.9697 7.8249
C17 5.8528 -6.8188 1.1144
Br13 7.5255 -7.7867 1.0105
Br14 5.4995 -5.8141 -0.5022
Br15 4.3753 -7.9809 1.5728
H29 5.9527 -6.0977 1.9214
C18 5.7211 3.8893 -4.7037
Br16 5.9155 3.4387 -2.8310
Br17 7.4372 4.1286 -5.5674
Br18 4.6163 2.6049 -5.6402
H30 5.2058 4.8450 -4.7489
C19 8.5979 -3.5430 -1.2435
Br19 8.3851 -3.3640 0.6725
Br20 9.6098 -2.0732 -1.9936
Br21 9.3547 -5.2579 -1.7255
H31 7.6033 -3.5001 -1.6790
C20 2.7391 10.0687 -2.9832
Br22 3.0164 9.7874 -4.8795
Br23 0.8609 10.2486 -2.5525
Br24 3.5914 8.6942 -1.9201
H32 3.2165 11.0104 -2.7277
C21 1.3103 3.5928 1.3086
Br25 2.8079 4.8198 1.2361
Br26 -0.3121 4.3961 0.6165
Br27 1.7215 1.9084 0.4473
H33 1.1311 3.3725 2.3573
C22 1.9961 -7.2361 6.7946
Br28 2.3698 -7.4347 4.9046
Br29 1.8704 -5.3737 7.3080
Br30 0.4280 -8.2379 7.3259
H34 2.8409 -7.6584 7.3314

Its total energy is -78911.94075 Eh. For the strongest force on any atom, the calculation gives 3.348 eV Å⁻¹. The value obtained for the HOMO energy is -6.95 eV.

***

[5]
The following is a quantum chemistry calculation of C22H34Cl5MoO8Si as an isolated structure in a non-equilibrium geometry, from the OMol25 dataset.

Element x y z (Å)
Mo1 0.0338 1.9324 0.4683
Cl1 5.4452 1.9957 5.1413
C1 3.9321 2.1546 4.3598
C2 3.8637 2.1659 2.9657
Cl2 5.2692 1.9617 2.0196
C3 2.6260 2.3132 2.3615
Cl3 2.4288 2.3000 0.6432
C4 1.4238 2.5009 3.0729
O1 0.3204 2.6935 2.4364
C5 1.5185 2.4317 4.4862
Cl4 0.0816 2.5162 5.4048
C6 2.7503 2.2483 5.1098
Cl5 2.8311 2.0871 6.8050
C7 -3.0255 4.2700 1.0444
C8 -2.5819 3.4966 -0.1915
C9 -3.5889 3.5620 -1.3239
O2 -2.2956 2.1125 0.2107
C10 -1.1624 3.9576 -0.6269
O3 -0.8797 4.3343 -1.7299
O4 -0.3341 3.7564 0.3564
H1 -3.9954 3.9198 1.3862
H2 -3.1064 5.3269 0.8088
H3 -2.2878 4.1408 1.8372
H4 -4.5561 3.1838 -1.0046
H5 -3.2411 3.0149 -2.1967
H6 -3.7208 4.5991 -1.6188
H7 -2.9469 1.5157 -0.1912
C11 -1.0826 0.5590 -2.8855
C12 -0.0783 -0.5140 -3.3138
C13 0.9952 0.0778 -4.2266
C14 -0.7953 -1.6833 -3.9900
O5 0.6075 -1.0280 -2.1632
Si1 0.1165 -1.2742 -0.6532
O6 0.0847 0.3051 0.0018
O7 1.1450 -2.1392 0.2141
C15 2.5580 -2.3857 0.1049
C16 2.8122 -3.1809 -1.1714
C17 2.9405 -3.2088 1.3352
C18 3.2931 -1.0482 0.0873
O8 -1.4055 -1.7881 -0.5828
C19 -2.1205 -2.6206 0.3495
C20 -1.5326 -4.0292 0.3087
C21 -1.9918 -2.0057 1.7408
C22 -3.5726 -2.6235 -0.1316
H8 -1.5375 1.0152 -3.7596
H9 -0.5656 1.3435 -2.3043
H10 -1.8568 0.0978 -2.2705
H11 0.5542 0.3840 -5.1708
H12 1.7606 -0.6683 -4.4250
H13 1.4649 0.9419 -3.7605
H14 -1.2871 -1.3626 -4.9040
H15 -1.5319 -2.1012 -3.3104
H16 -0.0722 -2.4572 -4.2324
H17 2.2293 -4.0969 -1.1463
H18 3.8644 -3.4351 -1.2565
H19 2.5049 -2.5997 -2.0332
H20 2.3742 -4.1364 1.3503
H21 2.7345 -2.6576 2.2490
H22 3.9987 -3.4517 1.3028
H23 2.9549 -0.4577 -0.7635
H24 4.3631 -1.2130 0.0076
H25 3.0840 -0.5011 1.0072
H26 -0.4990 -4.0037 0.6363
H27 -1.5686 -4.4135 -0.7072
H28 -2.0967 -4.6957 0.9544
H29 -0.9559 -2.0615 2.0646
H30 -2.6172 -2.5341 2.4539
H31 -2.2899 -0.9544 1.7105
H32 -3.6244 -2.9907 -1.1536
H33 -3.9904 -1.6196 -0.0958
H34 -4.1714 -3.2727 0.5002

Its total energy is -4119.26667 Eh. As for the total charge: +1. For the strongest force on any atom, the calculation gives 5.556 eV Å⁻¹. The value obtained for the HOMO energy (alpha / beta) is -11.24 / -11.24 eV.

***

[6]
The following is a quantum chemistry calculation of a 2-piece molecular cluster, C22H34F3IN6O4PS overall in a non-equilibrium geometry, from the OMol25 dataset.

Element x y z (Å)
C1 -4.3797 -1.7246 0.8860
C2 -3.3973 -2.7078 0.2499
C3 -1.9264 -2.3188 0.4493
C4 -1.6383 -0.9389 -0.1175
C5 -1.8165 -0.9563 -1.6604
N1 -0.3085 -0.3351 0.2118
C6 -0.2280 0.4640 1.2964
N2 0.3154 -0.0005 2.5039
P1 -0.6983 -0.7352 3.6616
O1 -0.5878 -0.2809 5.0437
N3 1.7368 0.0052 2.6798
C7 2.2554 -0.9565 3.6363
C8 2.4152 1.2767 2.7048
C9 2.8297 1.8791 1.4010
O2 2.7245 1.7790 3.7298
N4 -0.7536 1.6906 1.2029
C10 -1.3244 2.1238 -0.1148
I1 0.2241 2.5150 -1.5867
C11 -2.2526 3.3371 -0.0974
C12 -3.6921 2.9146 0.2572
S1 -0.8797 2.7849 2.5707
O3 -2.2357 3.1816 2.7176
O4 -0.2876 2.2571 3.7422
C13 0.1129 4.3560 2.1665
F1 -0.7364 5.3498 2.1617
F2 0.9654 4.5054 3.1403
F3 0.7490 4.2639 1.0187
C14 0.8734 -1.1306 -0.0678
C15 1.1856 -2.2974 0.6241
C16 2.3007 -3.0496 0.2936
C17 3.0792 -2.5918 -0.7703
C18 2.6761 -1.4092 -1.3930
N5 1.6070 -0.6871 -1.0813
H1 -5.3343 -2.1925 1.0902
H2 -3.9588 -1.2897 1.7902
H3 -4.5892 -0.9029 0.2015
H4 -3.5759 -2.8093 -0.8158
H5 -3.5237 -3.6851 0.7062
H6 -1.3430 -3.0474 -0.1131
H7 -1.6601 -2.4683 1.4956
H8 -2.4082 -0.2605 0.2481
H9 -1.7540 -1.9761 -2.0218
H10 -1.0182 -0.3780 -2.1166
H11 -2.7704 -0.5208 -1.9381
H12 -1.9761 -0.5166 3.1071
H13 -0.4321 -2.1114 3.5739
H14 1.9216 -1.9637 3.4097
H15 3.3356 -0.9517 3.5307
H16 2.0440 -0.6941 4.6711
H17 2.2079 1.6071 0.5522
H18 3.8256 1.4916 1.1859
H19 2.9325 2.9460 1.5459
H20 -1.8966 1.3255 -0.5563
H21 -2.2877 3.6837 -1.1236
H22 -1.9137 4.1822 0.4832
H23 -4.2485 3.7432 0.6723
H24 -4.1782 2.5080 -0.6243
H25 -3.6538 2.1031 0.9803
H26 0.5399 -2.6139 1.4283
H27 2.5467 -3.9621 0.8113
H28 3.9532 -3.1155 -1.1175
H29 3.2917 -1.0433 -2.2038
N6 2.4889 0.1510 -5.9490
C19 2.3242 -0.7599 -4.9409
C20 2.6795 -1.9909 -5.4243
C21 3.0800 -1.8145 -6.7764
C22 2.9520 -0.4840 -7.0689
H30 2.3002 1.1331 -5.8802
H31 1.9647 -0.4549 -3.9721
H32 2.6554 -2.9163 -4.8726
H33 3.4212 -2.5774 -7.4549
H34 3.1499 0.0629 -7.9743

Its total energy is -2824.65281 Eh. As for the total charge: +1. For the strongest force on any atom, the calculation gives 2.836 eV Å⁻¹. The value obtained for the HOMO energy is -10.27 eV.

***

- The highest strongest force on any atom belongs to which entry?
  C22H34B2BeBr2CaCsF2MgN3O23PS

***

- Which of these has the lowest total energy?
  C22H34Br30O2P2